{"formula": "C30H49ClFN4O11", "method": "ωB97M-V/def2-TZVPD", "species": ["C", "C", "C", "C", "N", "C", "C", "F", "C", "C", "C", "C", "N", "C", "Cl", "C", "C", "C", "O", "N", "C", "C", "N", "O", "C", "C", "H", "H", "H", "H", "H", "H", "H", "H", "H", "H", "H", "H", "H", "H", "H", "H", "H", "H", "H", "H", "H", "H", "H", "H", "H", "H", "H", "H", "H", "H", "H", "C", "C", "C", "O", "C", "O", "O", "H", "H", "H", "H", "H", "H", "C", "C", "C", "O", "C", "O", "O", "H", "H", "H", "H", "H", "H", "C", "C", "C", "O", "C", "O", "O", "H", "H", "H", "H", "H", "H"], "xyz": [[-2.797, -2.668, 3.889], [-3.850, -3.660, 3.180], [-3.418, -4.098, 1.679], [-3.635, -2.946, 0.583], [-2.451, -2.705, -0.308], [-1.364, -2.007, 0.432], [-1.597, -0.507, 0.747], [-2.800, 0.097, 0.301], [-0.511, 0.257, 1.551], [-0.784, 1.788, 1.902], [-1.076, 2.041, 3.466], [-1.575, 3.530, 3.820], [-1.119, 4.597, 2.885], [0.748, -0.563, 1.982], [1.998, 0.320, 2.964], [0.913, -2.076, 1.619], [2.148, -2.982, 2.054], [3.586, -2.328, 1.807], [4.444, -2.495, 2.732], [4.013, -1.600, 0.590], [4.574, -0.247, 0.898], [5.163, -2.417, 0.036], [-0.157, -2.722, 0.852], [-0.095, -4.024, 0.533], [0.246, -4.244, -0.875], [1.090, -3.069, -1.566], [-2.489, -1.818, 3.190], [-1.877, -3.313, 4.157], [-3.251, -2.310, 4.882], [-3.830, -4.641, 3.796], [-4.916, -3.255, 3.246], [-4.036, -5.050, 1.452], [-2.323, -4.456, 1.716], [-4.006, -2.010, 1.136], [-4.501, -3.273, -0.109], [-2.808, -2.075, -1.058], [-1.749, 2.093, 1.339], [0.033, 2.500, 1.501], [-1.948, 1.329, 3.747], [-0.107, 1.752, 4.030], [-1.121, 3.783, 4.857], [-2.705, 3.640, 3.943], [-0.110, 4.545, 2.671], [-1.699, 4.585, 2.034], [2.164, -4.029, 1.602], [2.054, -3.131, 3.199], [3.815, 0.606, 0.851], [5.361, -0.014, 0.081], [5.122, -0.170, 1.899], [5.526, -2.043, -0.977], [4.776, -3.508, 0.005], [6.073, -2.440, 0.745], [0.890, -5.198, -0.922], [-0.703, -4.487, -1.486], [1.361, -3.423, -2.634], [2.058, -2.788, -1.032], [0.386, -2.165, -1.732], [-0.054, 4.227, -3.372], [-0.115, 4.915, -2.026], [0.962, 5.938, -1.826], [1.119, 5.941, -0.410], [0.761, 4.705, 0.022], [0.963, 4.288, 1.133], [0.146, 3.996, -0.966], [0.853, 3.623, -3.465], [-0.898, 3.542, -3.486], [-0.084, 4.952, -4.189], [-1.111, 5.344, -1.866], [0.670, 6.925, -2.187], [1.918, 5.660, -2.280], [-7.715, -3.685, -3.856], [-6.396, -3.350, -3.193], [-6.188, -1.879, -2.983], [-4.769, -1.766, -2.998], [-4.307, -2.793, -3.772], [-3.181, -2.888, -4.169], [-5.298, -3.691, -4.035], [-7.750, -3.303, -4.880], [-7.839, -4.769, -3.924], [-8.557, -3.275, -3.294], [-6.292, -3.908, -2.256], [-6.595, -1.534, -2.031], [-6.594, -1.261, -3.790], [6.619, 3.457, 0.492], [5.883, 3.393, -0.830], [6.750, 3.702, -2.015], [5.811, 4.214, -2.953], [4.797, 4.760, -2.227], [3.937, 5.460, -2.684], [4.889, 4.410, -0.913], [6.948, 4.477, 0.710], [5.956, 3.161, 1.308], [7.488, 2.795, 0.493], [5.386, 2.422, -0.939], [7.248, 2.814, -2.409], [7.501, 4.474, -1.817]], "forces_ev_per_a": [[-0.287, -1.124, 0.018], [0.733, -0.642, 0.215], [-0.167, -0.389, 0.795], [-1.490, -0.999, 0.855], [1.184, 1.197, 1.316], [-1.017, 2.477, 0.281], [3.242, -1.923, 1.139], [3.223, -1.607, 1.158], [-0.528, -1.943, -0.769], [-0.706, 0.106, -0.424], [-0.308, -1.025, -0.120], [0.916, 0.645, 0.616], [-0.533, -0.826, 0.577], [-2.407, -1.652, -1.629], [-1.709, -1.559, -1.371], [-1.292, 1.807, -0.473], [-0.263, 0.779, 0.388], [3.318, -0.039, 3.640], [-3.758, 0.409, -3.441], [0.385, -0.432, 0.388], [0.817, 1.495, -0.265], [0.334, -1.437, 0.424], [-1.309, 4.934, 0.909], [0.560, -0.284, -0.171], [1.092, -0.809, -2.565], [-0.991, -0.128, -0.714], [-0.461, -0.975, 1.166], [-1.255, 1.216, -0.492], [0.805, -0.204, -1.614], [-0.215, 1.606, -0.940], [1.453, -0.471, -0.354], [0.982, 1.648, 0.000], [-1.590, 0.701, -0.142], [0.714, -1.078, -0.864], [1.484, 0.596, 0.964], [0.757, -0.414, 0.589], [1.584, -0.678, 0.727], [-1.032, -1.442, 0.728], [1.648, 0.882, -0.181], [-1.817, 0.569, -0.659], [-0.824, -0.488, -1.602], [1.531, -0.542, -0.336], [-1.228, 0.023, 0.089], [0.792, -0.003, 0.499], [-0.383, 1.573, 0.306], [0.333, 0.321, -1.861], [0.790, -1.445, 0.042], [-1.329, -0.426, 1.285], [-0.745, -0.395, -1.244], [-0.932, -0.512, 1.305], [0.828, 1.677, -0.434], [-1.424, 0.212, -0.918], [-1.027, 1.433, 0.595], [1.352, 0.732, 1.226], [-0.442, 0.403, 1.818], [-1.432, -0.303, -0.557], [1.423, -1.253, 0.398], [-0.186, -0.502, 0.097], [-0.250, 0.039, -1.276], [0.163, 0.555, -0.643], [-0.230, -0.966, 0.750], [0.348, 0.360, 0.111], [0.316, 0.137, -1.063], [0.350, 0.159, 1.062], [0.041, 0.235, 0.048], [0.017, 0.130, -0.054], [-0.004, -0.003, 0.134], [0.074, -0.003, 0.081], [0.039, -0.028, 0.263], [-0.260, -0.017, 0.063], [0.059, -0.425, -0.245], [-1.189, -0.229, -0.161], [-0.400, 0.465, 0.424], [0.459, -0.391, -0.200], [0.803, -0.338, -0.557], [-0.811, 0.144, 0.495], [0.791, 0.565, 0.194], [0.062, 0.132, 0.160], [-0.042, 0.112, 0.079], [0.117, -0.020, 0.018], [0.054, 0.091, 0.001], [0.209, 0.045, -0.055], [-0.043, -0.174, 0.000], [-0.341, 0.116, 0.341], [0.713, -0.308, 0.931], [0.540, -0.357, -0.268], [-0.640, 0.374, 0.243], [-0.438, 0.453, -0.308], [0.714, -0.596, 0.285], [-0.268, 0.239, -0.831], [0.042, -0.091, -0.185], [0.094, -0.043, -0.062], [-0.088, 0.020, -0.073], [0.018, 0.049, -0.116], [-0.129, 0.140, -0.146], [-0.081, -0.067, 0.148]], "mulliken_charge": [-0.47, -0.77, -0.29, 0.03, 0.07, -1.03, -0.15, -0.38, 0.37, -0.62, -0.12, -0.73, -0.58, 0.44, -0.12, 0.02, -0.54, 0.09, -0.57, 0.19, -0.60, -1.00, 1.25, -0.34, -0.37, -0.55, -0.13, 0.20, 0.39, 0.36, 0.32, 0.35, 0.09, 0.27, 0.04, 0.42, 0.29, 0.16, 0.16, 0.29, 0.28, 0.35, 0.32, 0.28, 0.21, 0.34, 0.16, 0.21, 0.33, 0.35, 0.32, 0.39, 0.34, 0.28, 0.43, 0.05, 0.14, -1.48, 0.46, -0.21, -0.35, 0.62, -0.75, -0.27, 0.32, 0.39, 0.39, 0.31, 0.33, 0.09, -1.53, 0.64, -0.50, -0.31, 0.65, -0.55, -0.33, 0.37, 0.37, 0.38, 0.21, 0.31, 0.35, -1.47, 0.74, -0.50, -0.32, 0.57, -0.60, -0.32, 0.42, 0.33, 0.38, 0.03, 0.33, 0.30], "lumo_ev": -4.10, "total_charge": 1, "relative_energy_kj_mol": 647.69, "homo_lumo_gap_ha": 0.2437}

***

{"formula": "C30H50ClN5RuSi", "method": "ωB97M-V/def2-TZVPD", "species": ["Ru", "C", "C", "N", "C", "C", "N", "C", "C", "C", "N", "C", "C", "N", "C", "H", "H", "H", "H", "H", "H", "H", "H", "H", "H", "H", "H", "H", "H", "H", "H", "H", "H", "H", "H", "H", "H", "H", "H", "C", "Si", "C", "N", "C", "C", "C", "C", "C", "C", "C", "C", "C", "C", "C", "C", "C", "C", "C", "C", "C", "H", "H", "H", "H", "H", "H", "H", "H", "H", "H", "H", "H", "H", "H", "H", "H", "H", "H", "H", "H", "H", "H", "H", "H", "Cl", "C", "H", "H"], "xyz": [[0.643, 0.667, -0.072], [1.688, -0.976, -3.380], [0.292, -0.476, -3.039], [-0.251, -1.077, -1.802], [-1.722, -1.133, -1.813], [-2.335, -0.156, -0.825], [-1.601, 1.119, -0.776], [-1.942, 2.052, -1.860], [-1.162, 3.355, -1.740], [0.249, 3.303, -2.305], [1.210, 2.533, -1.490], [2.411, 2.196, -2.286], [3.294, 1.188, -1.577], [2.554, -0.022, -1.198], [2.605, -1.121, -2.175], [2.116, -0.305, -4.128], [1.622, -1.955, -3.863], [-0.374, -0.680, -3.884], [0.305, 0.606, -2.904], [0.121, -2.016, -1.715], [-2.059, -2.137, -1.552], [-2.092, -0.936, -2.822], [-2.287, -0.589, 0.173], [-3.393, 0.001, -1.065], [-1.863, 1.576, 0.093], [-3.018, 2.258, -1.842], [-1.730, 1.575, -2.820], [-1.148, 3.687, -0.696], [-1.703, 4.128, -2.290], [0.624, 4.320, -2.458], [0.211, 2.840, -3.293], [1.509, 3.122, -0.715], [2.988, 3.095, -2.525], [2.062, 1.784, -3.233], [3.690, 1.630, -0.662], [4.146, 0.945, -2.220], [3.006, -0.444, -0.372], [2.363, -2.023, -1.610], [3.637, -1.263, -2.512], [-0.422, 0.628, 1.786], [0.277, -0.033, 3.372], [1.411, -1.620, 3.187], [0.680, -2.706, 2.717], [0.375, -2.818, 1.301], [0.324, -4.289, 0.884], [1.382, -5.056, 1.676], [1.019, -5.074, 3.167], [0.246, -3.797, 3.560], [-1.094, -0.716, 4.460], [-2.247, -1.295, 3.922], [-3.192, -1.911, 4.731], [-2.999, -1.960, 6.105], [-1.863, -1.389, 6.662], [-0.923, -0.775, 5.846], [1.303, 1.175, 4.353], [2.673, 1.026, 4.573], [3.381, 1.965, 5.308], [2.730, 3.071, 5.835], [1.367, 3.235, 5.628], [0.661, 2.292, 4.896], [-0.532, 1.698, 2.025], [-1.432, 0.232, 1.649], [1.771, -1.809, 4.200], [2.224, -1.386, 2.475], [1.177, -2.291, 0.775], [-0.580, -2.301, 1.118], [0.521, -4.350, -0.186], [-0.670, -4.713, 1.053], [2.342, -4.554, 1.529], [1.485, -6.073, 1.302], [1.918, -5.162, 3.775], [0.381, -5.927, 3.402], [0.390, -3.518, 4.602], [-0.827, -3.931, 3.393], [-2.422, -1.269, 2.851], [-4.081, -2.348, 4.294], [-3.735, -2.436, 6.740], [-1.713, -1.417, 7.733], [-0.044, -0.326, 6.298], [3.209, 0.182, 4.153], [4.444, 1.834, 5.468], [3.282, 3.804, 6.409], [0.854, 4.093, 6.044], [-0.408, 2.425, 4.758], [3.668, -2.012, 0.832], [2.018, 1.304, 1.243], [1.978, 2.297, 1.685], [2.907, 0.714, 1.454]], "forces_ev_per_a": [[0.123, -0.023, 0.392], [-0.022, 0.023, 0.047], [0.043, -0.032, -0.014], [0.043, 0.066, -0.056], [-0.014, -0.033, -0.072], [-0.026, 0.149, 0.057], [-0.057, -0.088, 0.021], [-0.030, -0.023, -0.012], [-0.005, 0.029, 0.003], [0.019, 0.026, -0.009], [0.011, 0.012, -0.043], [0.001, 0.000, 0.005], [0.031, 0.007, 0.004], [-0.184, 0.088, -0.099], [-0.007, -0.012, -0.014], [0.000, 0.011, 0.002], [-0.004, -0.002, -0.003], [0.006, -0.012, -0.002], [-0.012, 0.007, 0.005], [0.003, -0.001, 0.025], [-0.009, -0.010, 0.000], [0.010, 0.002, 0.003], [-0.020, 0.000, -0.006], [0.002, -0.003, -0.002], [-0.003, -0.009, 0.000], [0.001, -0.001, -0.001], [0.002, -0.002, 0.002], [0.003, -0.006, 0.002], [-0.004, -0.005, -0.001], [0.001, -0.002, 0.004], [-0.002, 0.000, -0.001], [0.022, -0.036, 0.010], [-0.001, 0.001, 0.000], [0.002, 0.004, -0.008], [0.012, 0.000, -0.008], [-0.009, -0.015, -0.001], [0.165, -0.016, 0.056], [-0.005, 0.003, -0.004], [-0.007, -0.011, -0.001], [0.049, -0.034, -0.166], [-0.034, 0.015, 0.084], [0.043, 0.060, 0.022], [-0.031, -0.025, -0.056], [-0.041, 0.017, 0.015], [0.011, 0.007, 0.033], [0.010, -0.009, -0.008], [-0.020, -0.016, -0.015], [-0.010, 0.001, 0.004], [-0.011, 0.010, -0.027], [0.008, -0.010, 0.013], [0.002, -0.001, 0.003], [-0.001, 0.003, 0.001], [0.006, 0.001, 0.002], [0.007, 0.009, 0.013], [-0.016, -0.025, -0.010], [0.018, 0.013, -0.024], [0.000, -0.004, -0.001], [-0.007, -0.004, -0.004], [0.003, 0.001, 0.004], [-0.006, 0.010, 0.013], [-0.029, -0.013, 0.011], [0.016, -0.002, 0.011], [0.029, -0.016, -0.030], [0.004, 0.034, 0.021], [0.011, -0.019, -0.001], [0.032, -0.003, 0.010], [0.002, -0.003, -0.032], [-0.006, -0.010, 0.007], [-0.007, -0.011, 0.003], [-0.007, -0.003, 0.000], [0.003, 0.018, -0.011], [0.010, -0.005, 0.011], [0.000, -0.002, 0.005], [0.005, -0.002, -0.006], [-0.007, 0.009, -0.013], [-0.001, -0.001, -0.003], [-0.001, 0.001, 0.000], [0.000, -0.001, -0.001], [-0.004, -0.003, -0.002], [0.000, -0.013, 0.001], [-0.001, -0.001, -0.001], [0.001, 0.000, 0.000], [0.000, -0.001, -0.002], [0.000, -0.002, -0.001], [-0.008, -0.025, 0.096], [0.016, 0.036, -0.366], [-0.089, -0.036, 0.069], [-0.028, -0.029, 0.041]], "mulliken_spin": [2.93, 0.02, -0.01, 0.02, 0.01, 0.01, 0.00, 0.00, 0.03, -0.02, 0.07, -0.04, 0.06, 0.04, 0.00, 0.00, 0.00, 0.00, 0.00, 0.01, 0.00, 0.00, 0.00, 0.00, -0.01, 0.00, 0.00, 0.00, 0.00, 0.00, 0.00, -0.02, 0.00, 0.00, 0.01, 0.01, -0.05, 0.00, 0.00, 0.06, -0.02, 0.13, 0.59, 0.12, 0.01, 0.01, 0.06, -0.05, 0.03, 0.00, 0.00, 0.00, 0.00, 0.00, 0.05, -0.03, 0.00, 0.01, 0.00, 0.03, 0.05, -0.07, 0.01, 0.02, -0.04, -0.01, 0.00, 0.00, 0.00, 0.00, 0.00, -0.01, 0.01, 0.02, 0.00, 0.00, 0.00, 0.00, 0.00, 0.00, 0.00, 0.00, 0.00, 0.00, 0.03, 0.94, 0.01, 0.00], "lumo_ev": [-1.88, -4.17], "s_squared": 8.769, "multiplicity": 6, "total_charge": 1, "homo_lumo_gap_ha": [0.2880, 0.2453]}